# 1
{"formula": "C24H25AlAsBrN2O4S", "method": "ωB97M-V/def2-TZVPD", "largest_force_ha_per_bohr": 0.0591, "charge": 2, "homo_lumo_gap_ev": 7.90, "elements": ["Al", "C", "O", "C", "C", "C", "Br", "C", "C", "C", "O", "C", "N", "C", "C", "C", "C", "C", "C", "N", "H", "H", "H", "H", "H", "H", "H", "H", "H", "H", "H", "O", "C", "O", "C", "C", "C", "C", "C", "C", "H", "H", "H", "H", "H", "C", "As", "C", "C", "S", "H", "H", "H", "H", "H", "H", "H", "H", "H"], "xyz": [[8.29469, 15.49324, 10.17608], [7.94887, 16.54802, 12.88547], [7.61792, 15.46354, 11.94323], [7.16082, 14.26803, 12.49384], [7.08769, 13.81376, 13.80012], [6.73660, 12.46624, 13.94086], [6.74242, 11.90016, 15.72849], [6.29887, 11.70684, 12.90294], [6.47957, 12.14652, 11.60348], [6.85783, 13.43183, 11.42136], [7.18708, 13.92682, 10.14514], [6.39721, 11.23731, 10.41745], [7.47679, 10.73567, 9.94163], [7.08115, 10.27527, 8.62755], [7.84010, 9.57326, 7.66679], [7.27352, 9.43446, 6.41238], [6.01311, 9.87982, 6.11916], [5.16853, 10.45908, 7.12868], [5.73911, 10.68653, 8.35118], [5.35209, 11.34362, 9.50851], [7.26141, 16.45170, 13.67980], [7.73362, 17.42627, 12.27482], [9.06245, 16.49358, 13.19204], [7.36118, 14.34994, 14.69929], [5.85060, 10.72775, 13.10341], [6.59849, 13.51562, 9.49512], [8.87594, 9.27507, 7.90823], [7.82185, 8.85703, 5.64250], [5.55864, 9.62067, 5.19290], [4.12344, 10.62481, 6.95193], [4.45109, 11.68742, 9.66793], [8.04379, 17.30573, 9.97892], [8.02941, 17.15552, 8.69888], [8.15764, 15.90826, 8.30862], [7.97491, 18.25632, 7.74884], [8.36289, 19.53458, 8.16870], [8.32597, 20.61398, 7.26111], [8.08357, 20.34226, 5.93378], [7.65355, 19.06147, 5.50016], [7.53868, 18.01322, 6.43264], [8.45564, 19.71296, 9.20397], [8.54472, 21.65222, 7.61053], [8.23020, 21.07406, 5.11330], [7.51781, 18.89855, 4.47349], [7.16309, 17.07169, 6.16919], [11.10538, 15.82525, 7.47278], [10.89584, 14.30658, 8.62308], [9.51330, 13.10140, 8.05939], [12.54800, 13.30115, 8.72358], [10.37071, 14.85274, 10.72515], [11.95812, 15.57808, 6.72113], [11.59991, 16.65830, 7.97542], [10.19163, 16.07861, 6.95639], [9.98225, 12.44597, 7.39458], [8.77154, 13.63324, 7.42901], [9.07657, 12.58077, 8.89099], [12.71922, 12.85240, 7.75174], [12.47173, 12.59426, 9.55939], [13.38142, 13.97258, 8.84830]]}


# 2
{"formula": "C23H44LuNOP3", "method": "ωB97M-V/def2-TZVPD", "largest_force_ha_per_bohr": 0.1072, "charge": 3, "e_above_lowest_kcal_mol": 30.0, "homo_lumo_gap_ev": [2.90, 2.86], "elements": ["Lu", "P", "P", "P", "H", "C", "C", "H", "C", "C", "C", "C", "C", "C", "C", "C", "C", "H", "H", "H", "H", "H", "H", "H", "H", "H", "H", "H", "H", "H", "H", "H", "H", "H", "H", "H", "H", "H", "H", "H", "H", "H", "H", "H", "H", "H", "C", "C", "C", "C", "C", "C", "O", "H", "H", "H", "H", "H", "H", "N", "C", "C", "C", "C", "C", "C", "H", "H", "H", "H", "H", "H", "H"], "xyz": [[0.33989, 0.10694, 0.56600], [-0.65876, 2.23141, 2.30186], [-0.92449, -1.57867, 2.36571], [0.19975, 2.05761, -1.41136], [-3.30980, -6.22492, -5.17844], [-2.54038, -5.75635, -5.80434], [-1.29334, -6.23664, -5.85148], [-1.00308, -7.12337, -5.27476], [-2.41700, 2.73045, 2.09036], [-0.64363, 1.93870, 4.11058], [0.16013, 3.87183, 2.22501], [-0.74714, -3.25192, 1.63988], [-0.39342, -1.88236, 4.08604], [-2.74727, -1.52139, 2.55823], [0.66087, 1.21792, -2.97541], [1.29810, 3.51484, -1.45886], [-1.42378, 2.76955, -1.87991], [-2.88199, -4.98764, -6.50927], [-0.57244, -5.88313, -6.59872], [-2.68126, 3.49313, 2.83849], [-3.06371, 1.85217, 2.21336], [-2.57298, 3.13460, 1.08146], [-0.96451, 2.85593, 4.62731], [0.37007, 1.68386, 4.44563], [-1.31513, 1.11557, 4.38234], [-0.57902, 4.67881, 2.11328], [0.83542, 3.89516, 1.36286], [0.76061, 4.05744, 3.12544], [-0.97509, -4.01998, 2.39025], [0.28323, -3.38335, 1.28759], [-1.41421, -3.37004, 0.77786], [-1.22965, -2.26410, 4.68645], [-0.04260, -0.94016, 4.52747], [0.42798, -2.61060, 4.11085], [-3.09294, -2.45272, 3.03035], [-3.21089, -1.41297, 1.56901], [-3.04583, -0.66121, 3.17312], [0.97385, 1.95138, -3.72970], [-0.17884, 0.62503, -3.35758], [1.49134, 0.52972, -2.77262], [1.59744, 3.71792, -2.49570], [2.19990, 3.30634, -0.86754], [0.79873, 4.39728, -1.03941], [-1.39019, 3.10938, -2.92448], [-1.68788, 3.60921, -1.22360], [-2.18802, 1.98985, -1.77228], [-0.42922, -1.99647, -1.75648], [-1.83379, -1.86713, -1.81418], [-2.53321, -2.44749, -2.85505], [-1.84474, -3.19229, -3.81542], [-0.45394, -3.35858, -3.74230], [0.26815, -2.76422, -2.71642], [0.26720, -1.35921, -0.80722], [-1.48921, 0.23608, 0.16363], [-2.31732, -1.26201, -1.04634], [-3.61104, -2.32350, -2.91242], [-2.39107, -3.67159, -4.62553], [0.06821, -3.95915, -4.49011], [1.35755, -2.84647, -2.63756], [2.45813, -0.04533, 1.71478], [3.30294, 1.13507, 1.65306], [3.27783, 2.07151, 2.69294], [4.08933, 3.21266, 2.59667], [4.90661, 3.40314, 1.47658], [4.87357, 2.48802, 0.41619], [4.04475, 1.35690, 0.48923], [2.19912, -0.31819, 2.67926], [2.88638, -0.85957, 1.25347], [2.62469, 1.92831, 3.55756], [4.07202, 3.95621, 3.39524], [5.54495, 4.28134, 1.41136], [5.47953, 2.65900, -0.48005], [3.97455, 0.66245, -0.36221]]}


# 3
{"formula": "C2H7N3O2", "method": "ωB97M-V/def2-TZVPD", "largest_force_ha_per_bohr": 0.0531, "charge": 0, "e_above_lowest_kcal_mol": 85.9, "homo_lumo_gap_ev": 9.72, "smiles": "CN(NO)C(N)=O", "elements": ["C", "N", "N", "O", "C", "N", "O", "H", "H", "H", "H", "H", "H", "H"], "xyz": [[1.01760, -0.28273, -1.22325], [-0.10403, -0.00601, -0.34585], [-1.67097, -0.28607, -0.72844], [-2.54042, 0.71964, -0.26912], [0.00896, 0.03068, 1.01707], [1.26696, -0.02665, 1.55950], [-0.97573, -0.12634, 1.75889], [1.45132, -1.26265, -0.99323], [0.68725, -0.27827, -2.26568], [1.79697, 0.47933, -1.10439], [-1.56057, -0.02134, -1.71236], [-2.63889, 0.48266, 0.67660], [1.99897, 0.46398, 1.06972], [1.26256, 0.11378, 2.56055]]}


# 4
{"formula": "C3HN3O", "method": "ωB97M-V/def2-TZVPD", "largest_force_ha_per_bohr": 0.0665, "charge": 0, "e_above_lowest_kcal_mol": 27.9, "homo_lumo_gap_ev": 11.17, "smiles": "N#Cc1cnon1", "elements": ["N", "C", "C", "C", "N", "O", "N", "H"], "xyz": [[-2.90136, 0.00785, -0.07429], [-1.73314, -0.00964, 0.05403], [-0.31103, -0.03090, 0.10735], [0.57122, 1.12163, 0.00739], [1.75862, 0.65670, -0.03995], [1.71169, -0.67976, -0.01857], [0.40934, -1.12490, -0.00866], [0.27812, 2.17408, -0.00374]]}


# 5
{"formula": "C6H6N2O2", "method": "ωB97M-V/def2-TZVPD", "largest_force_ha_per_bohr": 0.0929, "charge": 0, "e_above_lowest_kcal_mol": 135.3, "homo_lumo_gap_ev": [7.33, 7.32], "elements": ["C", "C", "C", "C", "C", "C", "N", "N", "O", "O", "H", "H", "H", "H", "H", "H"], "xyz": [[-1.28139, -0.20750, 1.46150], [-1.46640, -0.33224, -1.60405], [-0.13425, 1.51653, 0.00443], [1.13381, 1.87761, -0.80750], [0.55182, -2.02578, 0.70955], [-0.22948, 0.15864, 0.59717], [-2.16154, -0.50532, 2.14128], [-1.84856, -0.82537, -2.55098], [-0.96479, 2.37481, 0.26494], [0.78621, -0.66417, 0.45959], [1.27860, 1.23884, -1.66652], [1.98882, 1.59332, -0.17959], [1.13262, 2.98335, -0.96293], [-0.22874, -2.15224, 1.45842], [1.49372, -2.39078, 0.74145], [-0.05045, -2.63969, -0.06677]]}


# 6
{"formula": "C14H14N6OPdS", "method": "ωB97M-V/def2-TZVPD", "largest_force_ha_per_bohr": 0.0635, "charge": 0, "s2": 2.01, "e_above_lowest_kcal_mol": 8.2, "homo_lumo_gap_ev": [7.98, 7.38], "multiplicity": 3, "elements": ["Pd", "S", "C", "C", "C", "C", "C", "C", "C", "C", "C", "N", "H", "H", "H", "H", "H", "H", "N", "C", "C", "N", "H", "H", "H", "H", "H", "H", "H", "H", "O", "N", "C", "C", "N", "C", "N"], "xyz": [[0.01454, 0.27249, 0.38486], [-0.18294, -4.01915, 2.11366], [-0.07242, -2.90955, 3.35043], [0.01316, -1.57754, 2.96756], [0.02437, -1.45724, 1.55661], [-0.14326, -2.66778, 0.94794], [0.04894, -2.80907, -0.49276], [0.02761, -3.97125, -1.24804], [0.47827, -3.93884, -2.55791], [0.79662, -2.75431, -3.18005], [0.63053, -1.57196, -2.42084], [0.32245, -1.60239, -1.16667], [-0.05741, -3.26263, 4.38529], [0.00947, -0.69561, 3.56481], [-0.38951, -4.90087, -0.78909], [0.50427, -4.90720, -3.06401], [1.03918, -2.68132, -4.15900], [0.79986, -0.59378, -2.82326], [-2.23296, 0.31095, 0.05796], [-2.68351, 1.54886, 0.78975], [-1.77610, 2.73687, 0.70477], [-0.54396, 2.46737, 1.44790], [-2.35255, 0.37410, -0.94851], [-2.72944, -0.49547, 0.47856], [-2.67982, 1.22790, 1.86453], [-3.73546, 1.79528, 0.63831], [-2.22946, 3.64636, 1.11327], [-1.39915, 2.82903, -0.32682], [-0.69061, 2.58285, 2.43418], [0.25394, 2.98146, 1.14367], [1.60657, 1.49641, -0.52116], [1.59134, 2.76910, -0.37551], [2.53172, 3.48056, -0.96433], [3.51512, 2.96601, -1.90608], [4.25920, 2.78181, -2.77849], [2.67972, 4.76754, -0.38750], [2.75167, 5.78101, 0.16597]]}


# 7
{"formula": "C14H16AlN5S", "method": "ωB97M-V/def2-TZVPD", "largest_force_ha_per_bohr": 0.0830, "charge": 2, "homo_lumo_gap_ev": [7.05, 7.05], "elements": ["Al", "C", "C", "N", "N", "C", "N", "S", "C", "C", "C", "C", "C", "N", "H", "H", "H", "H", "H", "H", "H", "H", "H", "C", "C", "C", "C", "N", "C", "C", "H", "H", "H", "H", "H", "H", "H"], "xyz": [[0.28803, -0.28455, -0.26477], [-2.43105, -3.20350, 0.72319], [-1.32627, -2.19631, 0.66857], [-1.38920, -0.83141, 0.50960], [-2.57587, -0.18618, 0.16445], [-2.46340, 0.51139, -0.95578], [-3.58120, 1.12508, -1.33511], [-1.00660, 0.55187, -1.97185], [0.01568, -2.70413, 0.75681], [0.41179, -4.04487, 1.00520], [1.75516, -4.43238, 1.03385], [2.71936, -3.43225, 0.87879], [2.35476, -2.11673, 0.62004], [1.04494, -1.81170, 0.45916], [-3.35037, -2.61472, 0.31478], [-2.52886, -3.67541, 1.69504], [-2.23429, -4.02478, 0.04077], [-4.26718, 1.27427, -0.59201], [-3.56852, 1.84550, -2.00663], [-0.39280, -4.74276, 1.03650], [2.02851, -5.43336, 1.21071], [3.77959, -3.77479, 0.80497], [3.16342, -1.36517, 0.42503], [0.89133, 5.03929, -1.32590], [1.03514, 3.71845, -0.62376], [2.10821, 2.80502, -0.69758], [2.01667, 1.54397, -0.11809], [0.98489, 1.18139, 0.67644], [-0.04810, 2.09199, 0.83355], [-0.05841, 3.29861, 0.21825], [0.99285, 4.93657, -2.41017], [1.61566, 5.75384, -0.95644], [-0.08484, 5.48973, -1.09245], [2.98274, 2.98579, -1.34570], [2.95649, 0.94677, -0.11904], [-0.93896, 1.75955, 1.39779], [-0.89933, 4.01592, 0.34180]]}